# 1
A molecular structure, C20H21N3O3SSn at a distorted geometry, computed with ωB97M-V/def2-TZVPD.

The geometry in XYZ format:
```
49
Properties=species:S:1:pos:R:3:mulliken_charge:R:1
C 1.07834 -0.79990 -3.17509 -1.375
C -1.95166 -2.36903 -2.44773 -1.505
H 0.85273 0.10056 -3.76923 0.391
H 0.63715 -1.61536 -3.81309 0.370
H 2.14659 -0.90793 -3.15003 0.354
H -2.78009 -1.69689 -2.70340 0.370
H -1.38000 -2.58765 -3.36558 0.425
H -2.35503 -3.30023 -2.02675 0.363
C 0.12379 1.99385 -2.12174 -0.081
C -0.00887 3.37061 -1.96742 -0.996
C -0.96124 3.85405 -1.08161 -0.561
C -1.75862 2.93809 -0.38768 -0.841
H 0.91990 1.59195 -2.73873 0.396
H 0.66042 4.00780 -2.55368 0.402
H -1.09254 4.92212 -0.92222 0.427
H -2.49596 3.24663 0.34533 0.351
N -0.68728 1.10920 -1.51973 0.217
C -1.62731 1.55971 -0.64642 0.959
C -2.46812 0.54916 0.02376 0.297
N -2.13827 -0.74874 -0.19328 0.417
C -2.84830 -1.73429 0.37055 -0.156
C -4.33407 -0.15504 1.39705 -0.702
C -3.97603 -1.48468 1.15825 -0.869
H -2.51679 -2.75098 0.15675 0.370
H -4.53008 -2.33441 1.54989 0.407
C -3.56270 0.86451 0.84498 -0.729
H -3.79166 1.92228 0.99584 0.351
H -5.20998 0.08658 1.99382 0.424
Sn -0.29959 -1.29323 -1.62782 1.618
C 0.20256 -2.88112 -0.25197 -1.312
H -0.49554 -3.71008 -0.35941 0.371
H 0.17115 -2.49755 0.76424 0.306
H 1.21918 -3.19388 -0.48441 0.406
O 0.05702 -1.06769 2.82728 -0.685
S 0.49871 0.14728 2.17408 1.043
O -0.21133 1.38200 2.43904 -0.660
N 0.66002 -0.10064 0.55008 -0.114
C 1.94367 -0.05282 0.10123 0.501
O 2.30282 -0.39754 -1.03981 -0.671
C 2.88729 0.31718 1.14934 0.118
C 4.27790 0.33058 1.01478 -0.640
C 5.01839 0.41792 2.17921 -0.472
C 4.37427 0.47321 3.43183 -0.495
C 2.97861 0.43451 3.54371 -0.688
C 2.25011 0.35757 2.37577 0.252
H 4.70691 0.26249 0.01159 0.428
H 6.10097 0.42771 2.12331 0.396
H 4.97077 0.54447 4.33890 0.374
H 2.44181 0.46767 4.48625 0.446
```

Charge = 0
Multiplicity = 1
Frontier orbital gap = 7.7 eV
Strongest force on any atom = 3.3 eV Å⁻¹

# 2
A molecular structure, C19H35As3N6Ti at a distorted geometry, computed with ωB97M-V/def2-TZVPD.

The geometry in XYZ format:
```
64
Properties=species:S:1:pos:R:3:mulliken_charge:R:1
Ti -1.05237 -0.01822 -1.02948 -0.470
C 2.19621 -0.09831 -2.18276 -1.320
As 0.96521 -1.33773 -1.33771 1.364
C 0.89776 -2.81205 -2.72078 -1.321
C 2.24969 -2.09900 -0.01690 -1.799
C 2.27060 -1.60160 1.43487 1.873
C 3.06961 -2.68672 2.20325 -1.801
C 0.80786 -1.60146 1.94209 -1.923
As -0.43292 -0.16670 1.30127 1.009
C -1.98424 -1.30636 0.96874 -1.618
C -1.32127 0.77858 2.80084 -1.104
C 2.89293 -0.20611 1.56705 -1.401
As 3.11180 0.47561 3.54154 0.251
C 3.17704 2.45399 3.16165 -1.109
C 5.03119 0.24596 3.79120 -1.050
H 2.95271 -0.60427 -2.82321 0.405
H 2.67917 0.43657 -1.37318 0.299
H 1.54172 0.51075 -2.81264 0.499
H 1.91467 -2.88785 -3.22253 0.420
H 0.19828 -2.50703 -3.48165 0.492
H 0.61676 -3.73965 -2.22982 0.430
H 3.21458 -2.06318 -0.51112 0.693
H 1.97345 -3.17377 -0.01889 0.572
H 2.57980 -3.65748 2.03486 0.484
H 3.11591 -2.46184 3.31558 0.429
H 4.12491 -2.67464 1.87155 0.410
H 0.77500 -1.49646 3.01280 0.692
H 0.38386 -2.59253 1.75477 0.668
H -2.04300 -1.95700 1.82463 0.619
H -1.76088 -1.94367 0.10147 0.579
H -2.94804 -0.75519 0.88445 0.506
H -1.19908 0.23896 3.72007 0.446
H -2.38367 0.87012 2.56082 0.472
H -0.89033 1.76907 2.92858 0.357
H 2.42721 0.55613 0.91307 0.059
H 3.95249 -0.29186 1.23608 0.712
H 2.17609 2.88268 2.91831 0.234
H 3.88292 2.63271 2.34493 0.374
H 3.54757 2.95899 4.03867 0.426
H 5.25311 -0.81326 3.70534 0.323
H 5.39254 0.66250 4.72366 0.413
H 5.52616 0.79039 2.98007 0.356
N -2.97851 -2.37973 -2.50487 -0.224
C -3.66483 -1.22835 -2.32757 0.602
N -4.97042 -1.15442 -2.26778 -0.627
C -5.44254 0.11049 -2.03700 0.431
N -6.77342 0.35404 -1.97009 -0.290
N -4.70088 1.24211 -1.94792 -0.550
C -3.38964 1.05223 -2.06980 0.148
N -2.79320 -0.15271 -2.18396 -0.290
C -2.47142 2.24239 -1.99624 0.545
C -2.85895 3.57134 -2.09811 -0.352
C -1.85751 4.53858 -2.17348 -0.374
C -0.49708 4.19060 -1.92473 -0.898
C -0.25150 2.85728 -1.65994 -0.146
N -1.19396 1.88130 -1.71165 0.244
H -3.42051 -3.27239 -2.59762 0.270
H -2.00484 -2.33640 -2.89084 0.082
H -7.43953 -0.39614 -1.87962 0.282
H -7.13125 1.27026 -1.75661 0.265
H -3.89871 3.88454 -2.12642 0.518
H -2.11604 5.54637 -2.48930 0.474
H 0.27375 4.95274 -1.90685 0.469
H 0.69795 2.51680 -1.30117 0.474
```

Charge = +3
Multiplicity = 2
Frontier orbital gap (alpha / beta) = 4.4 / 4.7 eV
Strongest force on any atom = 3.9 eV Å⁻¹
Energy relative to the best compared isomer or geometry (same formula, charge and spin) = 0.0000 eV

# 3
C10H14N2O2 in the gas phase at a distorted geometry, computed with ωB97M-V/def2-TZVPD.

The geometry in XYZ format:
```
28
Properties=species:S:1:pos:R:3:mulliken_charge:R:1
C -0.40095 1.27010 -1.52004 -0.250
C -1.11562 0.16695 0.39851 0.061
C -3.12346 -0.62962 0.24148 0.816
C 3.86890 1.07387 0.61661 -1.356
C 0.19653 -2.18339 -0.55569 -2.040
C -4.53105 1.04863 1.17384 -0.728
C 2.62198 0.80176 -0.18038 -0.180
C 1.99265 -0.62337 0.03112 -0.755
C 0.76679 -0.81465 -0.87842 0.774
C -0.36633 0.14633 -0.64557 0.496
N -0.28599 2.14852 -2.23765 -0.497
N -2.07945 -0.09670 1.10308 -0.544
O -2.97527 -1.58273 -0.46579 -0.487
O -4.25516 -0.01153 0.30727 -0.349
H 4.35295 0.26000 0.89884 0.452
H 3.81527 1.60754 1.60330 0.313
H 4.49562 1.77556 0.01492 0.306
H 0.99228 -2.83110 -0.43663 0.574
H -0.30989 -2.64893 -1.29439 0.492
H -0.36630 -2.20316 0.28806 0.481
H -3.91921 1.80190 0.82576 0.310
H -4.19576 0.61790 2.07721 0.358
H -5.47008 1.42617 1.00662 0.281
H 2.79445 0.84453 -1.28240 0.281
H 1.81661 1.65832 -0.14705 0.219
H 2.80916 -1.43688 -0.15411 0.360
H 1.60552 -0.73270 1.15209 0.187
H 1.26577 -0.85331 -1.94057 0.425
```

SMILES string = CCC[C@@H](C)C(=C=NC(=O)OC)C#N
Charge = 0
Multiplicity = 1
Frontier orbital gap = 10.0 eV
Strongest force on any atom = 5.3 eV Å⁻¹
Energy relative to the best compared isomer or geometry (same formula, charge and spin) = 3.0395 eV